Below is a 2-piece molecular cluster, C27H49Cl2FN2O9 overall in a non-equilibrium geometry, with properties calculated with ωB97M-V/def2-TZVPD.

CARTESIAN COORDINATES (ANGSTROEM)
C  -2.598  -1.689  6.635
C  -2.627  -0.657  5.448
O  -3.919  -0.714  4.860
C  -3.919  -0.287  3.499
C  -4.412  -1.440  2.564
O  -4.101  -1.190  1.210
C  -4.132  -2.361  0.419
C  -3.127  -2.234  -0.811
O  -2.295  -1.129  -0.563
C  -0.988  -1.227  -1.131
N  -0.041  -0.543  -0.298
C  0.139  0.886  -0.468
C  -0.944  1.672  -1.234
C  -1.222  3.028  -0.469
C  -2.125  2.849  0.803
O  -2.556  1.505  1.054
C  1.616  1.135  -0.959
C  1.886  2.449  -1.724
C  2.093  2.101  -3.275
C  1.253  2.996  -4.247
O  0.952  1.559  -3.943
N  2.551  0.802  0.164
C  2.933  1.926  1.065
C  4.086  1.510  2.045
O  4.010  1.692  3.198
C  2.117  -0.386  0.980
F  1.489  0.025  2.143
C  1.066  -1.303  0.244
C  1.857  -2.187  -0.820
O  3.266  -1.834  -0.911
C  4.125  -2.882  -0.619
C  5.150  -2.593  0.517
O  4.151  -3.913  -1.178
C  0.453  -2.402  1.236
Cl  -0.925  -1.824  2.209
C  1.550  -3.125  2.120
C  1.249  -4.671  2.183
Cl  1.462  -2.566  3.854
H  -1.934  -2.549  6.410
H  -3.624  -2.099  6.732
H  -2.272  -1.217  7.584
H  -1.806  -0.940  4.758
H  -2.375  0.361  5.830
H  -4.629  0.567  3.412
H  -2.939  0.093  3.149
H  -3.961  -2.375  2.974
H  -5.515  -1.553  2.693
H  -3.740  -3.196  1.051
H  -5.149  -2.674  0.101
H  -2.615  -3.218  -0.872
H  -3.734  -2.124  -1.741
H  -1.061  -0.822  -2.172
H  -0.775  -2.314  -1.275
H  0.118  1.333  0.561
H  -0.668  1.985  -2.260
H  -1.932  1.191  -1.304
H  -1.683  3.761  -1.160
H  -0.251  3.444  -0.113
H  -1.655  3.211  1.741
H  -3.036  3.470  0.643
H  -3.416  1.420  0.616
H  1.787  0.349  -1.731
H  2.875  2.924  -1.541
H  1.129  3.240  -1.670
H  3.119  1.801  -3.604
H  1.833  3.148  -5.161
H  0.566  3.708  -3.778
H  3.432  0.496  -0.280
H  3.379  2.789  0.524
H  2.079  2.364  1.615
H  5.003  1.023  1.618
H  2.988  -0.961  1.344
H  1.431  -2.111  -1.838
H  1.816  -3.267  -0.560
H  4.717  -2.804  1.511
H  5.425  -1.514  0.457
H  6.096  -3.136  0.340
H  0.039  -3.180  0.566
H  2.561  -3.002  1.699
H  0.670  -4.893  3.103
H  0.624  -5.016  1.338
H  2.175  -5.271  2.249
C  -0.101  4.533  -7.960
C  -1.082  4.114  -6.841
O  -1.094  5.082  -5.908
H  0.916  4.662  -7.575
H  -0.060  3.758  -8.744
H  -0.413  5.465  -8.438
H  -0.745  3.090  -6.523
H  -2.037  3.878  -7.370

For the electronic energy, the calculation gives -2864.694833 Ha. The calculation puts the highest occupied orbital energy at -0.156 hartree. Its strongest force on any atom is 3.8 eV/A. The calculation puts the LUMO energy at -1.10 eV. For the gap between HOMO and LUMO, the calculation gives 3.14 eV.

Löwdin population analysis, charges in e, atoms 1 to 6: -0.065 -0.269 -0.159 -0.193 -0.199 -0.166

Below is C27H49F2LuNO2Si2 as an isolated structure in a non-equilibrium geometry, with properties calculated with ωB97M-V/def2-TZVPD.

CARTESIAN COORDINATES (ANGSTROEM)
O  -0.543  -1.381  -1.579
O  -2.493  -0.282  -5.477
C  0.355  -2.296  -2.391
C  0.694  -3.537  -1.592
H  1.229  -1.675  -2.613
H  -0.197  -2.501  -3.315
H  1.201  -3.284  -0.643
H  1.391  -4.161  -2.167
H  -0.208  -4.130  -1.384
C  -1.720  -2.035  -0.915
C  -2.586  -2.788  -1.911
H  -2.264  -1.223  -0.390
H  -1.326  -2.749  -0.178
H  -2.852  -2.176  -2.784
H  -3.519  -3.069  -1.402
H  -2.107  -3.716  -2.259
C  -3.599  0.637  -5.674
C  -2.454  -1.342  -6.453
C  -4.776  0.330  -4.773
H  -3.947  0.605  -6.723
H  -3.188  1.632  -5.460
H  -5.220  -0.641  -5.012
H  -5.556  1.078  -4.924
H  -4.497  0.344  -3.717
C  -3.717  -2.181  -6.529
H  -1.593  -1.952  -6.164
H  -2.252  -0.902  -7.444
H  -4.036  -2.544  -5.546
H  -3.539  -3.052  -7.165
H  -4.536  -1.618  -6.990
H  -0.691  0.284  -4.053
Lu  0.105  0.169  -0.224
C  -0.333  1.341  -4.050
Si  0.434  1.807  -5.739
H  -1.201  1.975  -3.819
H  0.410  1.537  -3.251
C  1.365  0.403  -6.592
C  1.680  3.209  -5.530
C  -0.645  2.537  -7.117
C  2.294  -0.074  -0.570
Si  3.544  1.041  0.250
H  2.403  -0.153  -1.669
H  2.531  -1.095  -0.181
C  4.244  2.359  -0.895
C  5.036  -0.008  0.729
C  2.887  1.750  1.871
H  0.037  2.681  -7.974
H  -1.049  3.527  -6.850
H  -1.464  1.884  -7.448
H  2.253  0.106  -6.014
H  1.707  0.771  -7.577
H  0.739  -0.484  -6.767
H  2.304  3.090  -4.634
H  1.164  4.179  -5.490
H  2.332  3.207  -6.417
H  5.258  -0.733  -0.066
H  4.850  -0.558  1.661
H  5.918  0.632  0.873
H  2.490  0.957  2.523
H  2.089  2.492  1.740
H  3.702  2.243  2.425
H  5.132  2.810  -0.425
H  3.534  3.165  -1.121
H  4.570  1.919  -1.850
F  -1.209  5.409  1.435
C  -0.823  4.127  1.787
C  -0.701  3.158  0.788
C  -0.632  1.852  1.214
C  -0.485  1.441  2.546
C  -0.462  2.514  3.471
F  -0.122  2.305  4.794
C  -0.642  3.838  3.129
C  -0.145  0.046  2.888
C  0.036  -0.424  4.187
C  0.391  -1.747  4.448
C  0.709  -2.573  3.371
C  0.622  -2.049  2.077
N  0.096  -0.808  1.837
H  -0.662  3.461  -0.270
H  -0.637  4.611  3.896
H  -0.084  0.248  5.019
H  0.418  -2.120  5.473
H  1.020  -3.603  3.511
H  0.978  -2.602  1.202

For the electronic energy, the calculation gives -3277.486477 Ha. The calculation puts the highest occupied orbital energy at -0.415 hartree. Its strongest force on any atom is 2.2 eV/A. The relative energy (zero: lowest compared OMol25 entry of this formula, charge and spin) comes out at 0.00 kcal/mol. As for the net charge: +1. The calculation puts the LUMO energy at -3.21 eV. For the gap between HOMO and LUMO, the calculation gives 8.07 eV.

Löwdin population analysis, charges in e, atoms 1 to 6: -0.401 -0.224 -0.168 -0.055 0.103 0.124

Below is a 2-piece molecular cluster, C27H49N3O4S overall in a non-equilibrium geometry, with properties calculated with ωB97M-V/def2-TZVPD.

CARTESIAN COORDINATES (ANGSTROEM)
H  4.454  4.698  3.230
N  4.443  4.746  2.195
C  3.454  3.981  1.779
C  2.505  3.164  2.798
C  2.720  1.593  2.405
C  4.275  1.409  2.710
C  4.481  -0.040  3.575
C  5.886  -0.854  3.199
O  4.414  -1.291  2.759
C  1.629  0.891  3.334
C  1.667  1.074  4.917
C  0.136  1.123  5.447
C  -0.416  -0.393  5.565
N  1.331  -0.484  2.789
C  1.784  -0.397  1.392
O  1.863  -1.446  0.740
C  2.162  1.131  0.952
C  3.189  1.055  -0.259
C  2.596  0.448  -1.609
C  3.684  -0.268  -2.543
C  3.458  -1.842  -2.686
C  2.432  -2.254  -3.831
C  0.891  -2.221  -3.408
C  0.575  -2.821  -1.962
C  -0.768  -3.712  -1.916
C  -2.045  -2.903  -2.485
O  -2.083  -1.557  -1.968
C  -3.430  -1.120  -1.696
N  0.822  1.641  0.520
C  0.872  2.784  -0.038
S  0.830  4.365  -0.536
H  3.355  3.904  0.650
H  1.418  3.482  2.692
H  2.933  3.402  3.829
H  4.924  1.219  1.806
H  4.705  2.185  3.420
H  4.126  -0.064  4.703
H  6.205  -0.938  2.122
H  6.059  -1.637  4.005
H  0.645  1.424  3.068
H  2.120  0.162  5.448
H  2.256  1.968  5.282
H  -0.526  1.786  4.810
H  0.076  1.549  6.510
H  0.432  -1.157  5.632
H  -1.037  -0.695  4.663
H  -1.035  -0.522  6.517
H  1.745  -1.250  3.334
H  3.670  2.065  -0.516
H  4.066  0.386  0.051
H  1.691  -0.229  -1.463
H  2.200  1.341  -2.216
H  3.630  0.219  -3.579
H  4.725  -0.005  -2.141
H  4.474  -2.286  -2.986
H  3.212  -2.241  -1.654
H  2.660  -3.337  -4.139
H  2.548  -1.633  -4.781
H  0.286  -2.766  -4.214
H  0.538  -1.141  -3.411
H  1.407  -3.475  -1.536
H  0.355  -1.927  -1.282
H  -0.976  -3.908  -0.806
H  -0.641  -4.709  -2.467
H  -2.975  -3.480  -2.170
H  -1.949  -2.910  -3.624
H  -4.235  -1.715  -2.225
H  -3.539  -0.032  -2.003
H  -3.640  -1.147  -0.568
C  -8.066  1.972  -2.000
C  -6.888  1.607  -2.885
O  -6.418  0.281  -2.686
C  -7.342  -0.762  -2.957
C  -7.821  -0.793  -4.399
H  -7.833  1.781  -0.950
H  -8.319  3.028  -2.119
H  -8.953  1.385  -2.249
H  -6.051  2.267  -2.644
H  -7.119  1.775  -3.942
H  -8.187  -0.713  -2.262
H  -6.819  -1.698  -2.742
H  -8.410  0.095  -4.643
H  -8.446  -1.669  -4.576
H  -6.971  -0.817  -5.085

For the electronic energy, the calculation gives -1921.258457 Ha. The calculation puts the highest occupied orbital energy at -0.338 hartree. Its strongest force on any atom is 5.6 eV/A. The relative energy (zero: lowest compared OMol25 entry of this formula, charge and spin) comes out at 0.00 kcal/mol. The calculation puts the LUMO energy at -0.20 eV. As for the SMILES: [H]/N=C\C[C@@]1(C[C@@H]2CO2)[C@H](CCC)NC(=O)[C@@]1(CCCCCCCCCOC)N=C=S.CCOCC. For the gap between HOMO and LUMO, the calculation gives 9.00 eV.

Löwdin population analysis, charges in e, atoms 1 to 6: 0.033 0.066 -0.230 -0.103 -0.277 -0.040